The following is a quantum chemistry calculation of a 7-piece molecular cluster, C42H59FN3O16 overall in a non-equilibrium geometry, from the Open Molecules 2025 dataset.

Structure (XYZ):
```
121
Properties=species:S:1:pos:R:3:mulliken_charge:R:1
C -3.22 0.88 6.46 -1.26
C -2.76 1.60 5.20 0.62
C -3.20 2.90 4.96 -0.48
C -2.84 3.61 3.82 -0.70
C -2.01 3.00 2.90 0.42
C -1.60 3.71 1.59 -1.03
C -1.87 2.72 0.48 0.07
N -0.96 2.23 -0.31 0.53
C -1.48 1.31 -1.23 -0.12
N -0.80 0.55 -2.21 -0.33
C 0.20 0.01 -1.70 0.69
O 1.20 -0.48 -1.42 -0.33
C -2.79 1.29 -0.90 0.31
C -3.69 0.32 -1.69 -0.84
O -3.13 -0.98 -1.54 -0.30
C -3.33 -1.46 -0.21 -0.08
O -3.05 -2.82 -0.23 -0.52
C -1.65 -3.05 -0.36 -0.07
C -0.87 -2.89 0.96 -0.16
O 0.53 -2.86 0.64 -0.17
N -3.06 2.17 0.15 0.41
C -4.36 2.40 0.78 0.38
C -5.55 2.45 -0.17 -1.54
F -4.52 1.50 1.81 -0.26
C -1.55 1.70 3.11 0.09
C -1.92 1.01 4.25 -0.95
H -4.33 0.91 6.43 0.20
H -2.92 1.41 7.37 0.40
H -2.91 -0.17 6.43 0.31
H -3.84 3.37 5.71 0.39
H -3.22 4.62 3.65 0.42
H -2.16 4.65 1.44 0.44
H -0.51 3.87 1.63 0.32
H 0.04 2.46 -0.30 0.05
H -4.73 0.27 -1.34 0.36
H -3.60 0.57 -2.75 0.34
H -2.63 -0.97 0.49 0.10
H -4.37 -1.28 0.12 0.28
H -1.16 -2.42 -1.12 0.03
H -1.54 -4.09 -0.71 0.45
H -1.07 -1.95 1.49 -0.01
H -1.01 -3.75 1.63 0.28
H 0.70 -3.46 -0.10 -0.11
H -4.29 3.40 1.26 0.32
H -6.01 1.44 -0.16 0.42
H -6.33 3.14 0.15 0.40
H -5.25 2.61 -1.21 0.36
H -0.91 1.18 2.39 0.44
H -1.56 -0.01 4.41 0.36
O 2.08 3.80 -0.07 -0.65
C 2.71 3.72 -1.09 0.54
O 4.04 3.86 -1.15 -0.36
C 4.48 3.82 -2.53 -0.41
C 3.38 3.09 -3.28 -0.40
C 2.14 3.50 -2.48 -0.02
H 4.61 4.85 -2.88 0.15
H 5.43 3.31 -2.59 0.37
H 3.34 3.35 -4.33 0.43
H 3.53 2.01 -3.20 0.13
H 1.71 4.43 -2.84 0.35
H 1.39 2.71 -2.48 -0.13
O -6.01 0.21 7.11 -0.61
C -6.48 -0.37 6.17 0.53
O -6.00 -0.25 4.91 -0.28
C -6.84 -0.98 4.00 -0.26
C -7.56 -2.01 4.86 -0.52
C -7.69 -1.29 6.19 -0.58
H -7.54 -0.28 3.53 0.24
H -6.23 -1.44 3.22 0.18
H -8.51 -2.33 4.44 0.35
H -6.93 -2.90 4.98 0.28
H -8.59 -0.67 6.24 0.28
H -7.64 -1.97 7.03 0.33
O -0.06 -5.72 0.23 -0.54
C 1.07 -6.06 0.44 0.50
O 2.15 -5.31 0.11 -0.30
C 3.36 -6.03 0.39 -0.46
C 2.97 -7.08 1.42 -0.53
C 1.52 -7.37 1.05 -0.46
H 3.71 -6.48 -0.54 0.27
H 4.12 -5.35 0.76 0.31
H 3.61 -7.95 1.42 0.35
H 3.00 -6.64 2.42 0.28
H 1.44 -8.15 0.29 0.27
H 0.92 -7.63 1.91 0.31
O 5.90 -1.72 2.84 -0.58
C 4.84 -1.51 2.33 0.37
O 4.41 -2.17 1.22 -0.38
C 3.15 -1.62 0.78 0.50
C 2.57 -0.94 2.01 -0.02
C 3.82 -0.48 2.75 -0.41
H 3.35 -0.91 -0.03 0.09
H 2.51 -2.41 0.41 -0.20
H 1.87 -0.14 1.77 -0.04
H 2.03 -1.68 2.62 0.22
H 4.15 0.50 2.42 0.27
H 3.68 -0.49 3.83 0.32
O 5.89 2.80 -4.87 -0.58
C 6.31 3.85 -5.25 0.57
O 5.58 5.00 -5.22 -0.33
C 6.32 6.06 -5.85 -0.43
C 7.78 5.63 -5.77 -0.52
C 7.67 4.12 -5.86 -0.49
H 5.97 6.17 -6.87 0.27
H 6.14 6.99 -5.31 0.32
H 8.40 6.08 -6.54 0.33
H 8.19 5.91 -4.80 0.27
H 7.66 3.77 -6.89 0.28
H 8.45 3.62 -5.29 0.30
O 0.72 -4.56 -6.69 -0.57
C 0.88 -3.72 -5.85 0.38
O 0.42 -3.85 -4.58 -0.35
C 0.66 -2.64 -3.84 0.58
C 1.80 -1.96 -4.59 -0.35
C 1.55 -2.38 -6.03 -0.45
H -0.25 -2.03 -3.84 0.05
H 0.94 -2.87 -2.81 -0.41
H 1.82 -0.87 -4.45 0.18
H 2.76 -2.36 -4.26 0.34
H 0.86 -1.71 -6.54 0.27
H 2.47 -2.48 -6.60 0.33
```

The gap between HOMO and LUMO is 8.82 eV. Its largest force on an atom is 0.050 hartree/bohr. The spin multiplicity is 1. The value obtained for the LUMO energy is -0.0846 hartree. As for the total charge: +1. Its HOMO energy is -11.12 eV. For the total energy, the calculation gives -84453.537 eV.